1.
The following is a DFT calculation (the ωB97M-V functional and the def2-TZVPD basis) of a 2-piece molecular cluster, CH3FOS overall in a non-equilibrium geometry.

Results
* E: -16681.871 eV
* largest force on an atom: 4.01 eV/A

Cartesian coordinates (Å):
H 1.012 -0.694 1.063
O -1.423 2.090 -0.952
H 0.682 1.161 -0.643
S -0.547 1.449 -0.015
H -0.528 -1.605 0.874
F 0.561 -1.348 -0.807
C 0.242 -1.053 0.481

=====

2.
The following is a DFT calculation (the ωB97M-V functional and the def2-TZVPD basis) of one molecule with the formula C2H5NO4 in a non-equilibrium geometry.

Results
* E: -11830.438 eV
* SMILES: O=[N+]([O-])[C@H](O)CO
* largest force on an atom: 5.52 eV/A

Cartesian coordinates (Å):
O 0.768 -1.887 0.704
H -0.867 1.575 -1.095
C -0.094 0.718 -1.146
O 1.408 0.024 1.374
O -1.478 -1.125 0.099
H -0.079 -0.116 -1.793
C -0.628 -0.120 0.416
H -0.838 -1.893 0.303
N 0.573 -0.697 0.869
H 1.078 1.548 0.088
O 1.143 1.248 -0.856
H -0.985 0.725 1.036

=====

3.
The following is a DFT calculation (the ωB97M-V functional and the def2-TZVPD basis) of C14H11BF4MnN5 as an isolated structure.

Results
* E: -65016.351 eV
* ⟨S²⟩: 8.754
* multiplicity: 6
* net charge: +1
* largest force on an atom: 0.87 eV/A

Cartesian coordinates (Å):
C -1.089 -2.540 3.433
C 0.790 -3.880 4.030
C 1.498 -3.278 2.998
H -1.629 3.382 -2.398
C 0.664 0.705 -1.126
H -0.019 4.194 -4.045
C 0.862 -2.328 2.220
N 1.455 -0.203 -0.640
C 1.128 1.566 -2.205
N -0.416 -1.960 2.442
C 0.657 3.424 -3.695
C 0.274 2.564 -2.673
C 1.553 -1.649 1.120
H -1.107 -3.943 5.049
H 3.758 2.178 -4.244
H -2.381 1.966 -0.729
H 3.053 0.659 -2.416
Mn -1.248 -0.638 0.827
C 2.779 2.281 -3.797
H 2.526 -3.543 2.795
H 1.262 -4.630 4.650
H 2.627 -1.755 0.990
F -4.751 -0.410 1.936
N -0.988 2.670 -2.080
F -2.717 0.681 1.707
C 1.911 3.276 -4.251
N -0.624 0.889 -0.631
F -4.298 0.840 0.039
B -3.851 0.031 1.039
H 2.221 3.939 -5.047
C -1.375 1.842 -1.122
C 2.394 1.432 -2.783
N 0.848 -0.913 0.355
H -2.111 -2.212 3.582
F -3.135 -1.130 0.419
C -0.522 -3.506 4.253

=====

4.
The following is a DFT calculation (the ωB97M-V functional and the def2-TZVPD basis) of a 2-piece molecular cluster, C17H23O overall in a non-equilibrium geometry.

Results
* E: -20041.118 eV
* net charge: +1
* largest force on an atom: 1.33 eV/A

Cartesian coordinates (Å):
H -3.991 -2.161 1.001
C -3.039 -2.112 0.410
C 1.767 0.624 -1.401
C 1.130 -1.255 -2.759
O 2.080 -0.692 -1.816
C 4.766 2.559 1.030
C -4.236 -1.058 -1.619
H 0.932 0.556 -0.716
H 1.271 -2.340 -2.745
C -3.180 -0.967 -0.576
H -2.924 -3.093 -0.112
C 3.863 3.318 0.245
H -1.379 2.459 0.348
H 5.278 0.534 1.727
C 3.624 0.494 0.322
C -1.646 -2.951 2.430
C 2.819 1.275 -0.519
C 4.630 1.150 1.069
H 1.358 -0.913 -3.778
H -0.628 -3.356 2.379
H -0.474 1.828 1.717
H -1.752 -2.529 3.439
C -1.750 0.420 0.772
C -1.459 1.814 1.232
C -1.268 -0.699 1.483
H 3.911 4.403 0.292
H -4.849 -1.957 -1.501
H -0.350 -0.528 2.061
H -4.918 -0.204 -1.523
H -3.838 -1.009 -2.640
C 2.872 2.682 -0.493
H -2.368 -3.769 2.376
H 3.507 -0.595 0.350
H -2.236 2.237 1.933
H -2.415 0.976 -1.180
H 0.060 -1.030 -2.566
H 2.165 3.259 -1.083
C -2.468 0.192 -0.416
H 1.546 1.308 -2.259
C -1.910 -1.907 1.401
H 5.498 3.034 1.686